(1)
This record from the OMol25 dataset describes a 2-piece molecular cluster, C6H12OSi2 overall at a distorted geometry. The level of theory is the ωB97M-V functional and the def2-TZVPD basis.

Geometry (Å):
C1 2.54971 1.81146 -1.41159
C2 -0.12012 1.38267 1.59987
C3 0.54924 -3.19810 0.19005
C4 1.90746 0.65289 -1.42149
C5 0.78409 0.38202 1.65851
C6 0.40524 -2.11965 -0.54830
O1 -1.28521 0.97686 -1.05065
Si1 -2.75286 0.63515 -0.55303
Si2 0.99754 -0.36891 -0.10111
H1 2.79320 2.41279 -2.22697
H2 2.92770 2.05335 -0.40737
H3 -0.19225 1.93484 2.54223
H4 -0.88256 1.57235 0.84656
H5 0.01078 -4.03180 -0.15605
H6 1.08197 -3.13203 1.15926
H7 1.64667 0.51205 -2.38773
H8 1.39319 0.04991 2.40867
H9 -0.33942 -2.27623 -1.45198
H10 -3.47856 0.53172 -1.86128
H11 -2.75140 -0.51118 0.32795
H12 -3.53250 1.60360 0.22868

The relative energy (zero: lowest compared OMol25 entry of this formula, charge and spin) comes out at 90.84 kJ/mol. Its LUMO energy is -1.22 eV. Its HOMO-LUMO gap is 0.2662 Ha.

Results of the Mulliken charge analysis, in e, for atoms 1 through 4: number 1, C, carries -0.592; number 2, C, carries -0.480; number 3, C, carries -0.500; number 4, C, carries -0.229


(2)
This record from the OMol25 dataset describes C14H15BN8OS2V as an isolated structure at a distorted geometry. The level of theory is the ωB97M-V functional and the def2-TZVPD basis.

Geometry (Å):
V1 -0.05857 -0.50798 -1.81442
C1 3.15464 -0.64946 0.80462
C2 2.51676 -1.05553 -0.34612
N1 1.32983 -0.41670 -0.46249
N2 1.20946 0.40679 0.62647
C3 2.29795 0.27246 1.39085
B1 -0.05661 1.32028 0.67292
N3 -0.05801 2.11271 -0.69664
C4 -0.00570 3.40422 -0.99236
C5 0.00263 3.56548 -2.38087
C6 -0.04033 2.29077 -2.88654
N4 -0.07396 1.39424 -1.85576
N5 -1.30110 0.35706 0.60546
C7 -2.34162 0.19032 1.42122
C8 -3.21239 -0.73978 0.86737
C9 -2.62014 -1.11669 -0.32045
N6 -1.45360 -0.45183 -0.47565
N7 -0.16024 2.24825 1.81494
C10 -1.17239 3.14686 2.04286
C11 -0.90669 3.76748 3.22259
C12 0.31238 3.18952 3.65662
N8 0.76677 2.27939 2.81647
H1 4.11482 -0.97074 1.17010
H2 2.83896 -1.75964 -1.09371
H3 2.38143 0.85001 2.29576
H4 0.02966 4.14934 -0.20939
H5 0.03880 4.49195 -2.92985
H6 -0.04469 1.96452 -3.91411
H7 -2.40624 0.73815 2.34896
H8 -4.14686 -1.08606 1.27494
H9 -2.96454 -1.81344 -1.06589
H10 -1.99717 3.27111 1.35317
H11 -1.49116 4.52771 3.71529
H12 0.87038 3.41266 4.55512
C13 1.16926 -6.30362 -1.64288
O1 1.19173 -4.85161 -1.91900
C14 0.09438 -4.25055 -2.12044
S1 -1.44412 -4.88625 -2.13613
S2 0.09604 -2.61432 -2.65147
H13 2.20258 -6.57547 -1.47940
H14 0.76373 -6.81649 -2.51169
H15 0.57394 -6.48512 -0.75047

Its LUMO energy (spin up / spin down) is -8.12 / -9.91 eV. The expectation value of S² is 3.77. Its HOMO-LUMO gap (spin up / spin down) is 0.2355 / 0.1702 Ha. The charge is +2. As for the spin multiplicity: 4.

Results of the Mulliken charge analysis, in e, for atoms 1 through 4: number 1, V, carries 1.324; number 2, C, carries -1.194; number 3, C, carries -0.315; number 4, N, carries -0.250


(3)
This record from the OMol25 dataset describes an isolated ion of composition CH6N3OS and charge +1 at a distorted geometry. The level of theory is the ωB97M-V functional and the def2-TZVPD basis.

Geometry (Å):
C1 0.61451 -0.65356 -0.00010
N1 -0.16101 0.36942 -0.01034
N2 -0.05787 -2.01761 -0.04894
N3 0.40829 1.61417 -0.00405
O1 -1.49247 -1.85474 0.07307
S1 2.35526 -0.71520 0.11998
H1 -1.11009 0.33463 0.18281
H2 0.49663 -2.60345 0.51694
H3 0.69240 2.10304 0.80602
H4 2.53465 0.61220 -0.42651
H5 0.25662 2.10637 -0.89136
H6 -1.91394 -2.29559 -0.69063

The relative energy (zero: lowest compared OMol25 entry of this formula, charge and spin) comes out at 307.43 kJ/mol. Its LUMO energy is -4.28 eV. Its HOMO-LUMO gap is 0.3886 Ha. The charge is +1.

Results of the Mulliken charge analysis, in e, for atoms 1 through 4: number 1, C, carries 0.603; number 2, N, carries 0.210; number 3, N, carries -0.162; number 4, N, carries -0.715


(4)
This record from the OMol25 dataset describes a 8-piece molecular cluster, C5H24NO9 overall at a distorted geometry. The level of theory is the ωB97M-V functional and the def2-TZVPD basis.

Geometry (Å):
O1 -0.34302 -1.94955 -1.12292
C1 0.46098 -1.19533 -1.61766
C2 0.30227 0.24130 -1.06485
C3 1.66488 0.75517 -0.52344
C4 1.83286 2.24441 -0.80629
C5 1.05799 3.15311 0.16177
O2 0.10901 2.75062 0.79452
N1 -0.86073 0.24815 -0.07852
H1 1.17655 -1.56925 -2.37995
H2 -0.14297 0.92061 -1.87906
H3 1.63420 0.43122 0.56497
H4 2.49808 0.19594 -1.02280
H5 2.92426 2.47234 -0.74069
H6 1.42576 2.34741 -1.80186
H7 1.35367 4.18456 0.14361
H8 -0.73863 1.17516 0.38488
H9 -0.72632 -0.60713 0.49343
H10 -1.84001 0.21367 -0.55362
H11 1.27214 -1.07872 -4.45743
H12 -0.00029 -0.34677 -5.09651
O3 0.36602 -0.79779 -4.33346
H13 -3.76085 1.96998 -2.00131
H14 -3.40645 3.15182 -1.07986
O4 -3.43866 2.88432 -1.99851
H15 -3.56993 -0.57974 0.38022
H16 -3.02870 -1.52334 -0.74590
O5 -3.21458 -0.59735 -0.52750
H17 2.27497 -4.11820 2.06447
H18 1.85928 -3.26043 3.22505
O6 1.58301 -3.50771 2.33888
H19 -0.37476 -1.61752 2.76303
H20 -0.46012 -2.94328 2.12512
O7 -0.82063 -2.05074 2.01739
H21 3.35796 -0.84708 3.85865
H22 3.95984 -1.67535 2.64528
O8 3.20151 -1.53476 3.21041
H23 -2.46595 1.61303 2.17811
H24 -2.41973 0.12778 2.59315
O9 -2.70292 0.71944 1.88919

The relative energy (zero: lowest compared OMol25 entry of this formula, charge and spin) comes out at 123.91 kJ/mol. Its LUMO energy is -2.55 eV. Its HOMO-LUMO gap is 0.3938 Ha. The charge is +1.

Results of the Mulliken charge analysis, in e, for atoms 1 through 4: number 1, O, carries -0.477; number 2, C, carries -0.338; number 3, C, carries 0.170; number 4, C, carries -0.882